Record 1
{"formula": "C11H5Cl5NSn", "method": "ωB97M-V with the def2-TZVPD basis set", "elements": ["Sn", "Cl", "C", "C", "C", "Cl", "C", "Cl", "C", "Cl", "C", "Cl", "C", "C", "C", "N", "C", "C", "H", "H", "H", "H", "H"], "xyz": [[-0.562, -0.710, -0.564], [-2.956, -2.644, 1.026], [-2.382, -1.300, 1.963], [-1.412, -0.492, 1.407], [-0.950, 0.583, 2.143], [0.268, 1.554, 1.345], [-1.409, 0.884, 3.412], [-0.798, 2.229, 4.274], [-2.392, 0.048, 3.958], [-2.993, 0.375, 5.519], [-2.885, -1.047, 3.236], [-4.085, -2.061, 3.906], [3.369, 1.671, -2.978], [2.053, 2.058, -3.172], [1.079, 1.515, -2.358], [1.361, 0.639, -1.390], [2.634, 0.270, -1.202], [3.667, 0.762, -1.976], [4.155, 2.073, -3.603], [1.781, 2.765, -3.943], [0.038, 1.793, -2.481], [2.827, -0.432, -0.400], [4.681, 0.437, -1.793]], "forces_ev_per_a": [[-0.27, -0.40, -0.59], [0.07, 0.10, 0.04], [-0.15, -0.18, 0.03], [0.46, 0.36, 0.04], [0.11, 0.15, 0.00], [-0.14, 0.14, 0.37], [0.05, 0.07, -0.02], [-0.03, -0.04, 0.00], [-0.01, 0.01, 0.03], [-0.01, -0.01, -0.01], [-0.03, -0.06, -0.05], [-0.03, -0.01, 0.03], [0.05, 0.03, -0.06], [0.01, 0.04, 0.00], [0.00, -0.03, 0.05], [0.02, -0.15, 0.05], [-0.06, 0.04, 0.04], [0.02, 0.01, 0.03], [-0.01, 0.00, 0.00], [-0.01, 0.00, 0.01], [-0.03, -0.03, -0.02], [-0.01, -0.03, 0.00], [-0.01, 0.00, 0.01]], "nbo_charge": [1.405, 0.059, -0.024, -0.653, -0.025, 0.034, -0.105, 0.102, -0.038, 0.125, -0.100, 0.107, -0.120, -0.226, 0.040, -0.554, 0.043, -0.227, 0.244, 0.248, 0.207, 0.209, 0.248], "mol_weight_g_mol": 447.14, "charge": 1, "gap_ev": 6.865, "homo_ev": -12.3}

Record 2
{"formula": "C11H6AuN3O9S", "method": "ωB97M-V with the def2-TZVPD basis set", "elements": ["Au", "O", "C", "O", "C", "C", "C", "C", "C", "C", "O", "N", "O", "O", "N", "O", "O", "H", "H", "S", "O", "C", "C", "C", "C", "O", "N", "H", "H", "H", "H"], "xyz": [[0.804, -0.076, 0.005], [-1.566, 2.428, 2.501], [-0.628, 2.055, 1.796], [-0.248, 0.846, 1.671], [0.175, 3.142, 1.082], [0.123, 4.384, 1.657], [0.870, 5.449, 1.150], [1.718, 5.272, 0.083], [1.769, 4.036, -0.527], [0.934, 2.927, -0.134], [0.842, 1.887, -0.856], [2.736, 3.933, -1.632], [2.750, 2.941, -2.320], [3.500, 4.886, -1.800], [0.777, 6.761, 1.763], [1.467, 7.669, 1.314], [0.010, 6.910, 2.702], [-0.518, 4.512, 2.517], [2.336, 6.075, -0.283], [1.586, -1.071, -1.882], [-0.744, -3.103, 0.108], [0.235, -2.964, 0.803], [0.794, -4.064, 1.695], [1.939, -3.403, 2.445], [2.012, -1.995, 1.860], [2.852, -1.183, 2.175], [0.995, -1.827, 0.950], [1.103, -4.888, 1.052], [-0.011, -4.427, 2.334], [2.908, -3.881, 2.309], [1.762, -3.311, 3.517]], "forces_ev_per_a": [[-0.13, 0.53, -0.22], [0.03, 0.01, 0.06], [-0.12, -0.01, -0.11], [0.09, -0.10, 0.03], [0.11, 0.01, -0.08], [0.02, -0.09, 0.00], [-0.02, 0.31, 0.17], [0.02, -0.10, -0.01], [0.11, 0.08, -0.25], [-0.14, 0.07, 0.15], [0.12, -0.70, 0.27], [-0.27, -0.07, 0.10], [0.05, 0.04, -0.04], [0.07, 0.02, -0.03], [0.00, -0.28, -0.09], [0.00, 0.06, 0.01], [0.00, 0.05, 0.03], [-0.01, 0.02, -0.01], [-0.01, 0.00, 0.01], [0.16, -0.02, 0.11], [-0.01, 0.04, 0.05], [-0.24, 0.16, -0.18], [0.06, -0.03, 0.06], [-0.04, 0.01, 0.00], [-0.03, -0.12, -0.12], [-0.02, 0.11, -0.02], [0.15, 0.00, 0.10], [0.03, 0.01, 0.00], [0.01, 0.00, 0.01], [0.00, -0.01, -0.02], [0.00, -0.01, 0.00]], "nbo_charge": [1.209, -0.707, 0.774, -0.807, -0.257, -0.119, -0.086, -0.133, -0.125, 0.516, -0.688, 0.530, -0.327, -0.469, 0.537, -0.439, -0.423, 0.264, 0.265, -0.884, -0.598, 0.689, -0.511, -0.510, 0.683, -0.612, -0.647, 0.222, 0.216, 0.219, 0.218], "mol_weight_g_mol": 553.22, "charge": -2, "gap_ev": [5.807, 5.808], "homo_ev": [-1.3, -1.3], "e_above_lowest_kcal_mol": 1.3}

Record 3
{"formula": "C11H6CdF6N2O4S3Te4", "method": "ωB97M-V with the def2-TZVPD basis set", "elements": ["Cd", "S", "C", "C", "C", "C", "C", "C", "C", "C", "C", "N", "H", "H", "H", "H", "H", "H", "Te", "Te", "Te", "Te", "F", "C", "F", "F", "S", "O", "O", "N", "S", "O", "O", "C", "F", "F", "F"], "xyz": [[0.217, 0.401, -0.873], [-2.563, 4.035, -0.599], [-2.799, 3.387, -2.168], [-1.982, 2.325, -2.410], [-1.123, 2.005, -1.318], [-1.339, 2.852, -0.267], [-0.656, 2.764, 1.031], [-1.037, 3.510, 2.148], [-0.353, 3.343, 3.337], [0.695, 2.435, 3.403], [1.011, 1.730, 2.255], [0.367, 1.898, 1.106], [-3.534, 3.826, -2.825], [-1.992, 1.773, -3.340], [-1.872, 4.194, 2.077], [-0.644, 3.910, 4.213], [1.245, 2.266, 4.318], [1.807, 0.993, 2.244], [-1.502, -4.089, -5.940], [-1.003, -6.474, -7.073], [0.293, -4.374, -3.969], [-0.473, -1.941, -3.062], [-0.091, -1.137, 2.886], [-0.393, -2.319, 2.325], [0.525, -3.204, 2.709], [-1.577, -2.708, 2.812], [-0.508, -2.199, 0.486], [-1.527, -1.186, 0.308], [-0.731, -3.537, 0.051], [0.946, -1.597, 0.217], [1.796, -1.908, -1.177], [2.015, -3.287, -1.544], [2.125, -0.614, -1.846], [3.345, -1.794, -0.087], [3.456, -0.607, 0.562], [3.399, -2.752, 0.852], [4.457, -1.919, -0.840]], "forces_ev_per_a": [[-0.12, 0.11, -0.42], [-0.02, 0.01, -0.01], [0.01, 0.01, 0.00], [0.03, 0.05, 0.01], [-0.08, 0.01, 0.01], [0.10, -0.03, 0.05], [0.03, 0.03, -0.07], [0.01, 0.02, 0.02], [-0.01, 0.00, -0.01], [0.01, 0.01, -0.01], [0.02, 0.01, 0.02], [-0.05, -0.12, 0.03], [0.00, 0.00, 0.00], [-0.01, -0.01, 0.00], [0.00, 0.00, 0.01], [0.00, 0.00, 0.00], [0.00, 0.00, 0.00], [-0.01, -0.01, 0.00], [-0.39, 0.11, -0.39], [0.02, -0.30, -0.21], [0.25, -0.03, 0.29], [-0.09, 0.39, 0.27], [-0.01, 0.00, 0.00], [0.11, 0.05, 0.00], [0.01, 0.00, 0.00], [-0.02, -0.01, 0.01], [0.02, -0.49, 0.06], [0.01, 0.10, 0.12], [-0.07, -0.02, 0.17], [-0.99, 0.51, -0.56], [1.53, -0.34, 1.33], [-0.04, 0.14, -0.50], [-0.31, -0.14, 0.00], [0.20, -0.06, -0.22], [-0.02, -0.06, -0.02], [-0.02, 0.05, -0.04], [-0.09, 0.01, 0.06]], "nbo_charge": [1.571, 0.359, -0.415, -0.270, -0.481, -0.327, 0.216, -0.255, -0.156, -0.288, 0.073, -0.513, 0.225, 0.237, 0.217, 0.207, 0.216, 0.218, -0.160, -0.773, -0.004, -0.559, -0.331, 0.713, -0.314, -0.322, 2.260, -0.972, -0.890, -1.319, 2.088, -0.905, -1.005, 0.701, -0.359, -0.339, -0.343], "mol_weight_g_mol": 1063.18, "charge": -2, "gap_ev": 3.770, "homo_ev": -0.4, "e_above_lowest_kcal_mol": 59.4}

Record 4
{"formula": "C11H7AlN2O6", "method": "ωB97M-V with the def2-TZVPD basis set", "elements": ["O", "C", "Al", "C", "O", "C", "O", "C", "O", "C", "O", "H", "N", "C", "O", "C", "C", "C", "C", "N", "C", "H", "H", "H", "H", "H", "H"], "xyz": [[4.622, 6.171, -0.769], [4.308, 5.086, -0.649], [1.670, 1.725, 0.652], [1.523, -0.422, 0.747], [1.437, -1.570, 0.833], [-0.132, 2.141, 1.857], [-1.041, 2.479, 2.486], [0.558, 2.080, -1.110], [-0.117, 2.377, -1.988], [2.758, 1.746, 2.537], [3.230, 1.892, 3.582], [1.739, 3.339, 0.747], [-1.102, -3.849, -2.034], [-0.864, -2.536, -2.266], [-0.324, -2.084, -3.267], [-1.343, -1.665, -1.129], [-2.285, -2.033, -0.143], [-2.410, -1.315, 1.049], [-1.500, -0.238, 1.221], [-0.722, 0.144, 0.234], [-0.623, -0.484, -0.918], [-0.730, -4.476, -2.705], [-1.412, -4.216, -1.139], [-2.874, -2.931, -0.289], [-3.077, -1.529, 1.909], [-1.401, 0.267, 2.176], [0.111, -0.100, -1.625]], "forces_ev_per_a": [[-0.52, -1.90, 0.19], [0.50, 1.86, -0.19], [-1.46, 1.40, 0.83], [-0.02, -4.17, 0.05], [0.72, 4.59, -0.11], [-3.52, 1.47, 3.08], [3.93, -1.14, -2.80], [-2.61, 0.62, -4.00], [2.61, -0.72, 3.34], [2.38, 0.20, 5.11], [-2.11, -0.51, -4.86], [0.77, -0.72, -0.29], [-0.02, 0.54, 0.44], [-0.46, -0.28, -0.74], [-0.40, -0.15, 1.30], [0.54, 0.90, 0.52], [0.18, -0.05, 0.03], [0.91, 1.11, 0.55], [-1.67, -1.68, -0.01], [1.23, 1.57, 0.46], [-1.00, -1.46, -0.41], [0.19, -0.73, -0.53], [0.20, 0.16, -0.53], [-0.11, 0.10, -0.01], [0.35, -0.23, -1.03], [-0.33, -0.24, -0.16], [-0.27, -0.53, -0.25]], "nbo_charge": [-0.444, 0.452, 1.050, 0.529, -0.284, 0.548, -0.328, 0.530, -0.275, 0.538, -0.264, -0.244, -0.785, 0.634, -0.563, -0.106, -0.115, -0.186, 0.030, -0.546, 0.041, 0.430, 0.405, 0.257, 0.275, 0.205, 0.214], "mol_weight_g_mol": 290.17, "charge": 2, "gap_ev": 6.295, "homo_ev": -16.0, "e_above_lowest_kcal_mol": 3.7}